Formula: C39H44N5NaO2S2Sb
Source: the Open Molecules 2025 dataset
Level of theory: ωB97M-V/def2-TZVPD

```
94
Properties=species:S:1:pos:R:3:forces:R:3:lowdin_charge:R:1
Na -0.5160 -0.3714 -0.7078 -0.097 0.177 0.064 0.13
O 1.8069 3.1951 6.4192 0.138 0.174 0.182 0.14
C 1.8084 3.2985 5.0831 -0.126 -0.025 -0.176 -0.48
O 2.4073 4.1857 4.5467 0.027 -0.004 0.038 0.13
C 1.0376 2.2752 4.2917 0.001 -0.074 -0.030 -0.11
C 1.0760 2.4054 2.9071 0.092 0.081 0.074 0.01
C 0.4262 1.4954 2.1010 -0.156 -0.245 -0.022 -0.02
C -0.2829 0.4248 2.6498 0.200 0.349 0.348 -0.25
C -0.3383 0.3076 4.0393 -0.061 -0.137 -0.065 0.00
C 0.3168 1.2209 4.8465 0.022 0.091 -0.025 -0.01
N -0.8811 -0.4570 1.7287 -0.140 -0.271 -0.272 0.11
C -1.5881 -1.4476 2.0883 0.144 0.249 0.263 -0.06
C -2.2206 -2.3438 1.1106 -0.239 -0.327 -0.169 -0.25
C -2.7907 -3.5348 1.5484 0.051 0.108 0.021 0.00
C -3.3978 -4.3723 0.6247 0.005 0.060 -0.086 -0.03
C -3.4372 -3.9758 -0.7009 -0.013 -0.047 0.098 -0.03
C -2.8475 -2.7662 -1.0472 -0.065 0.006 -0.072 -0.12
N -2.2398 -1.9700 -0.1766 0.053 -0.062 0.074 0.10
H 1.2881 2.4549 6.7433 -0.078 -0.123 -0.057 0.09
H 1.6380 3.2301 2.4895 -0.014 -0.006 -0.015 0.13
H 0.4589 1.5851 1.0243 0.057 0.027 -0.001 0.07
H -0.8866 -0.4965 4.5114 0.020 0.003 0.001 0.11
H 0.2389 1.0874 5.9188 0.013 -0.030 0.002 0.11
H -1.7854 -1.6955 3.1338 0.038 0.004 -0.002 0.12
H -2.7521 -3.8011 2.5968 -0.001 0.019 0.000 0.12
H -3.8367 -5.3099 0.9378 -0.011 0.001 -0.001 0.12
H -3.9125 -4.5857 -1.4561 0.001 0.016 -0.014 0.12
H -2.8653 -2.4228 -2.0764 0.022 -0.024 0.021 0.11
C 4.5287 1.3710 -1.9685 -0.014 -0.013 0.101 -0.16
C 4.4499 0.6602 -0.6190 -0.319 -0.143 -0.055 -0.56
C 5.7569 -0.0422 -0.2757 -0.082 0.049 0.030 -0.13
Sb 2.6604 -0.6144 -0.5492 0.586 -0.216 0.050 1.53
C 3.2340 -1.8493 1.1560 -0.106 0.068 -0.127 -0.58
C 2.2104 -2.9657 1.3433 0.071 0.033 -0.052 -0.15
C 3.3776 -1.0116 2.4234 0.011 -0.016 -0.080 -0.14
C 3.0029 -2.0894 -2.1425 0.052 0.239 0.167 -0.56
C 4.2755 -2.9175 -2.0102 -0.116 -0.035 0.021 -0.13
C 2.9107 -1.4284 -3.5191 -0.079 -0.064 0.042 -0.15
H 5.2842 2.1599 -1.9364 0.002 0.000 -0.019 0.08
H 3.5764 1.8288 -2.2463 0.031 0.018 -0.046 0.06
H 4.8150 0.6743 -2.7574 -0.007 0.043 -0.008 0.06
H 4.2367 1.4035 0.1552 -0.015 0.004 -0.002 0.07
H 5.9974 -0.8194 -1.0003 0.023 -0.002 0.020 0.06
H 5.7349 -0.4919 0.7172 0.033 -0.029 -0.024 0.06
H 6.5731 0.6857 -0.2909 0.021 -0.021 0.015 0.08
H 4.2014 -2.2923 0.9099 0.002 0.053 -0.052 0.07
H 1.2252 -2.5474 1.5683 -0.048 -0.022 0.000 0.05
H 2.4919 -3.6128 2.1792 -0.014 -0.012 -0.014 0.08
H 2.1211 -3.5918 0.4514 -0.016 -0.015 0.032 0.06
H 2.4081 -0.6284 2.7482 -0.034 0.061 0.019 0.05
H 4.0465 -0.1597 2.2863 -0.005 -0.002 0.029 0.06
H 3.7807 -1.6223 3.2362 -0.013 0.016 0.012 0.09
H 2.1380 -2.7498 -2.0194 -0.001 0.010 0.016 0.05
H 5.1550 -2.3167 -2.2414 0.016 -0.027 0.004 0.06
H 4.2542 -3.7530 -2.7162 0.030 0.009 -0.009 0.08
H 4.3998 -3.3346 -1.0100 0.026 -0.029 -0.031 0.06
H 3.8582 -0.9599 -3.7867 -0.031 0.025 -0.004 0.06
H 2.1327 -0.6625 -3.5600 -0.012 0.011 -0.059 0.05
H 2.6851 -2.1710 -4.2900 0.014 -0.012 -0.003 0.08
S -4.7603 5.1470 -0.4423 -0.007 -0.093 0.136 0.99
C -3.6111 3.7871 -0.6037 -0.051 0.061 -0.009 -0.50
C -4.0662 2.4920 -0.8180 0.055 0.034 0.018 -0.05
C -3.1363 1.4726 -0.9284 -0.036 -0.064 0.021 -0.12
N -1.8187 1.6670 -0.8408 0.054 0.146 -0.006 0.03
C -1.3946 2.9171 -0.6484 0.024 0.011 -0.044 -0.13
C -2.2427 4.0056 -0.5285 -0.023 -0.038 -0.013 -0.06
C -5.1775 4.8759 1.2838 0.094 0.081 -0.231 -0.52
C -4.3672 5.4017 2.2784 -0.070 -0.056 0.086 -0.08
C -4.7173 5.1555 3.5996 0.050 0.028 -0.075 -0.13
N -5.7862 4.4499 3.9526 -0.048 -0.035 0.136 0.06
C -6.5635 3.9699 2.9885 0.010 0.009 -0.050 -0.14
C -6.3065 4.1547 1.6354 -0.014 0.006 0.078 -0.08
H -5.1251 2.2877 -0.8944 0.005 -0.023 -0.012 0.11
H -3.4549 0.4483 -1.0923 -0.018 0.022 0.017 0.10
H -0.3201 3.0571 -0.5889 -0.017 0.029 -0.008 0.11
H -1.8470 4.9997 -0.3743 0.000 -0.001 0.000 0.11
H -3.4934 5.9889 2.0316 0.003 0.002 0.014 0.11
H -4.1135 5.5463 4.4114 0.010 0.005 -0.031 0.11
H -7.4347 3.4115 3.3131 0.001 0.003 -0.041 0.11
H -6.9714 3.7548 0.8822 0.003 -0.003 0.000 0.10
S -0.7583 0.1798 -5.5153 0.015 -0.094 0.073 1.10
C -0.7966 0.4341 -3.8102 0.053 -0.002 -0.176 -0.45
N -0.6719 -0.6123 -3.0639 -0.069 -0.023 0.114 0.01
C -0.5436 -1.7521 -3.8417 0.029 -0.045 -0.409 -0.34
C -0.3895 -3.0543 -3.3641 0.046 0.039 0.102 -0.05
C -0.2624 -4.0868 -4.2680 0.038 0.007 0.102 -0.06
C -0.2844 -3.8426 -5.6461 -0.037 0.032 -0.079 -0.07
C -0.4327 -2.5621 -6.1399 0.042 -0.054 -0.070 -0.07
C -0.5645 -1.5205 -5.2269 -0.014 0.131 0.239 -0.46
H -0.9141 1.4321 -3.4091 -0.012 -0.019 0.006 0.07
H -0.3641 -3.2300 -2.2950 0.015 -0.057 -0.025 0.10
H -0.1323 -5.0991 -3.9084 -0.021 0.001 -0.014 0.11
H -0.1904 -4.6719 -6.3341 0.033 0.016 -0.007 0.11
H -0.4341 -2.3716 -7.2048 -0.032 -0.026 0.006 0.12
```
Positions in Å, forces in eV/Å.

Computed properties:
* energy: -3135.5945 a.u.
* E_LUMO: -3.4 eV
* total charge: +1
* E_HOMO: -10.73 eV



Formula: C39H44N8O5PRbS4
Source: the Open Molecules 2025 dataset
Level of theory: ωB97M-V/def2-TZVPD

```
102
Properties=species:S:1:pos:R:3:forces:R:3:lowdin_charge:R:1
Rb 0.6143 0.0755 0.6841 0.995 0.762 0.571 0.72
O 1.9237 -4.4773 0.7708 0.182 -0.389 0.248 -0.01
C 1.4396 -3.5267 0.1694 0.303 -0.610 -0.563 -0.79
O 1.0181 -2.4318 0.6347 0.115 -0.143 0.769 -0.34
C 1.2236 -3.5783 -1.3680 0.031 0.471 0.308 -0.23
P 0.1580 -2.0839 -1.4973 -0.248 -0.575 -1.544 0.98
C -0.3260 -2.1795 -3.3155 0.199 0.120 0.182 -0.34
C -0.5581 -0.9784 -3.9822 0.020 -0.006 0.142 -0.10
C -0.8542 -0.9551 -5.3343 -0.091 0.132 -0.214 -0.10
C -0.9044 -2.1338 -6.0592 -0.007 0.055 -0.116 -0.12
C -0.6712 -3.3350 -5.4118 -0.045 -0.171 -0.127 -0.11
C -0.3986 -3.3546 -4.0559 0.028 -0.085 0.048 -0.09
C -1.4378 -2.7275 -0.8808 -0.109 0.159 0.076 -0.33
C -1.5887 -3.8511 -0.0745 0.068 0.112 0.019 -0.06
C -2.8397 -4.1937 0.4128 -0.140 -0.173 -0.023 -0.08
C -3.9495 -3.4315 0.0909 -0.145 -0.078 0.036 -0.11
C -3.8046 -2.3131 -0.7140 -0.247 0.009 -0.080 -0.10
C -2.5583 -1.9607 -1.1919 0.021 -0.057 0.010 -0.10
H 0.8094 -4.5261 -1.7253 0.022 0.149 0.197 0.08
H 2.1682 -3.3883 -1.8853 -0.002 -0.047 0.042 0.08
H -0.5050 -0.0510 -3.4241 0.041 0.073 0.056 0.09
H -1.0392 -0.0131 -5.8340 0.005 0.091 0.001 0.09
H -1.1156 -2.1188 -7.1220 -0.010 0.020 -0.005 0.09
H -0.7004 -4.2618 -5.9714 -0.020 -0.064 -0.009 0.09
H -0.2373 -4.3050 -3.5678 0.026 -0.088 0.043 0.09
H -0.7300 -4.4427 0.2118 -0.017 -0.047 0.008 0.10
H -2.9519 -5.0651 1.0467 0.042 0.013 0.041 0.10
H -4.9271 -3.6985 0.4759 0.024 0.009 0.033 0.09
H -4.6725 -1.7123 -0.9602 -0.001 0.064 0.003 0.10
H -2.4339 -1.0652 -1.7881 -0.073 0.009 -0.003 0.09
S 4.8518 1.9231 1.9528 0.006 0.674 1.221 0.41
C 4.9838 1.0865 0.5371 0.876 -0.202 -0.659 -1.21
N 4.0501 0.5455 -0.1698 -0.919 -0.200 0.309 -0.04
C 4.4664 0.0106 -1.3402 0.825 -0.217 -0.640 -0.36
C 3.6520 -0.5596 -2.3175 -0.029 0.044 0.225 -0.05
C 4.2251 -1.0315 -3.4822 -0.096 -0.134 -0.218 -0.11
C 5.5975 -0.9620 -3.6961 0.124 -0.083 -0.197 -0.13
C 6.4287 -0.4024 -2.7388 -0.047 -0.044 -0.080 -0.13
C 5.8612 0.0886 -1.5812 0.097 0.048 0.092 -0.52
S 6.6503 0.8889 -0.2584 -0.828 0.002 0.188 0.90
H 2.5834 -0.6108 -2.1479 -0.029 -0.013 -0.047 0.07
H 3.5953 -1.4652 -4.2484 -0.076 -0.029 -0.014 0.09
H 6.0214 -1.3423 -4.6178 -0.014 -0.027 -0.023 0.08
H 7.4976 -0.3424 -2.8895 0.084 0.000 -0.068 0.09
C 1.3762 6.2622 -1.1552 -0.069 0.223 -0.156 -0.07
N 1.9464 4.9433 -1.0345 -0.335 -0.073 -0.198 -0.21
C 2.6743 4.7072 0.1905 0.363 -0.166 0.145 -0.09
C 1.5200 3.8936 -1.7773 0.143 0.075 -0.017 -0.76
S 1.9037 2.3395 -1.4150 -0.021 -0.199 0.091 0.78
N 0.7903 4.2347 -2.9385 -0.021 -0.048 0.128 -0.26
C -0.0728 3.1636 -3.4098 -0.194 -0.055 -0.066 -0.13
C 1.6499 4.7178 -4.0067 0.009 0.150 -0.025 -0.08
H 0.9197 6.5554 -0.2044 0.004 -0.004 -0.027 0.09
H 0.6148 6.2605 -1.9318 0.031 0.050 0.063 0.08
H 2.1509 6.9977 -1.4040 -0.062 -0.014 0.027 0.08
H 3.2865 5.5818 0.4140 -0.021 0.044 0.004 0.09
H 3.3168 3.8348 0.0824 -0.006 0.074 0.123 0.02
H 1.9906 4.5189 1.0254 0.021 -0.023 -0.041 0.10
H -0.6197 2.7411 -2.5681 -0.035 -0.029 -0.102 0.06
H 0.4930 2.3602 -3.8957 -0.014 -0.016 0.029 0.07
H -0.7775 3.5903 -4.1257 -0.037 0.032 -0.056 0.08
H 2.2865 5.5206 -3.6409 0.046 0.070 -0.043 0.08
H 1.0270 5.0955 -4.8192 0.032 0.043 -0.021 0.08
H 2.2883 3.9128 -4.3973 0.000 -0.002 0.027 0.09
C -0.4535 0.2406 4.6180 -0.157 0.316 0.097 -0.17
N 0.4444 -0.6466 3.8977 0.092 0.181 -0.345 -0.10
C 1.6556 -0.8235 4.6828 0.318 0.046 0.068 -0.17
N 1.3699 -1.3767 6.0145 0.206 -0.030 0.056 -0.09
C 0.4453 -0.4727 6.6857 0.034 0.084 0.269 -0.20
N -0.7970 -0.2803 5.9485 -0.099 0.166 0.062 -0.09
C -1.4203 -1.5899 5.7516 -0.261 -0.047 0.181 -0.18
N -0.5431 -2.5209 5.0614 -0.132 -0.244 -0.057 -0.08
C -0.2169 -1.9426 3.7514 -0.066 -0.323 -0.206 -0.16
C 0.6876 -2.6557 5.8194 0.082 -0.205 0.171 -0.19
H -1.3783 0.3583 4.0491 0.091 0.048 -0.064 0.12
H 0.0282 1.2160 4.7501 -0.053 -0.042 -0.099 0.13
H 2.1604 0.1409 4.8110 -0.046 -0.093 -0.107 0.13
H 2.3278 -1.5106 4.1632 -0.022 0.092 -0.053 0.14
H 0.9348 0.4997 6.8140 -0.039 -0.074 0.010 0.12
H 0.2098 -0.8843 7.6762 0.016 0.060 -0.069 0.12
H -2.3241 -1.4590 5.1517 -0.009 -0.027 0.063 0.12
H -1.6813 -1.9997 6.7373 -0.011 0.014 -0.113 0.12
H -1.1436 -1.8102 3.1904 0.046 -0.017 -0.042 0.11
H 0.4404 -2.6277 3.2126 -0.013 0.072 -0.081 0.12
H 1.3591 -3.3312 5.2825 -0.023 0.001 0.053 0.13
H 0.4577 -3.0822 6.8050 0.031 0.008 -0.084 0.12
O -3.4314 -1.1708 2.6781 -0.012 -0.035 -0.046 0.03
C -3.2568 -0.2820 1.8503 -1.064 -0.328 0.565 -0.57
N -2.1005 0.1226 1.3519 0.885 0.569 -0.626 -0.13
S -2.2276 1.4237 0.4276 -1.002 0.811 0.178 0.53
O -1.8676 1.2062 -0.9549 0.057 -0.319 -0.116 -0.35
O -1.5734 2.5647 1.0305 0.001 -0.070 0.103 -0.33
C -4.0242 1.6065 0.5592 0.489 -0.702 0.383 -0.18
C -4.9310 2.5233 0.0809 0.080 0.243 -0.173 -0.05
C -6.2716 2.3449 0.4021 0.040 0.112 -0.126 -0.10
C -6.6840 1.2680 1.1744 -0.054 -0.041 0.048 -0.09
C -5.7588 0.3566 1.6580 0.141 -0.057 -0.022 -0.01
C -4.4237 0.5432 1.3478 -0.211 0.125 -0.003 -0.14
H -4.6078 3.3639 -0.5159 0.002 0.064 -0.075 0.11
H -7.0028 3.0540 0.0398 -0.049 0.060 -0.026 0.09
H -7.7332 1.1498 1.4111 -0.054 -0.011 -0.015 0.09
H -6.0484 -0.4902 2.2611 -0.009 -0.073 0.120 0.12
```
Positions in Å, forces in eV/Å.

Computed properties:
* energy: -4285.1432 a.u.
* E_LUMO: 3.6 eV
* total charge: -2
* E_HOMO: -1.97 eV



Orbital gap for the records above, in order: 7.28, 5.60 eV